(1)
Computed, not measured: a cluster of 5 separate species, C6H23N2O4 in total at a distorted geometry, with the ωB97M-V functional and the def2-TZVPD basis.

The geometry in XYZ format:
```
35
Properties=species:S:1:pos:R:3:forces:R:3:mulliken_charge:R:1
C -1.91532 -0.24907 1.28898 -0.2687 -2.5971 0.5989 -0.736
C -1.16246 0.60421 2.23857 -0.7868 2.7965 0.1604 -0.612
C 0.31153 0.40162 2.37832 1.9616 0.9274 1.1679 -0.680
N 1.68714 2.62903 -0.39058 -0.1766 -0.3684 0.0561 -0.521
C 0.79683 1.99494 0.51058 2.4352 0.4404 -0.6181 -0.081
C 1.25003 1.09267 1.39542 -2.1661 -0.3263 -1.0764 0.730
C 2.60308 0.56350 1.26969 2.7837 1.2521 2.4676 -1.764
N -1.41743 -0.27120 -0.11576 1.3863 0.0728 -0.5791 0.001
H -1.88399 -1.22480 1.79276 0.5898 -0.6002 -1.0741 0.335
H -2.98789 -0.18999 1.23385 -0.4602 1.1707 -0.0111 0.499
H -1.28380 1.62974 1.83118 -0.1090 -0.0728 0.8910 0.217
H -1.62791 0.57515 3.25893 0.1219 -0.0601 -1.1086 0.356
H 0.65299 0.88923 3.34227 -0.6823 -0.8124 -0.5370 0.382
H 0.60697 -0.63867 2.46665 -0.1048 -0.3891 0.0104 0.375
H 1.36859 3.44312 -0.88513 -0.0137 0.0304 0.1713 0.204
H 2.67683 2.64822 -0.16669 -0.5446 0.1123 0.0131 0.150
H -0.20041 2.30782 0.33292 -0.8461 0.1606 0.3595 0.260
H 3.38379 0.85209 2.07846 -1.1464 1.1611 -0.8872 0.296
H 3.13134 0.76828 0.35288 -0.1518 -0.5048 -0.4484 0.320
H 2.72141 -0.39763 1.68067 -0.6166 -2.2167 -0.7681 0.447
H -0.38444 -0.32950 -0.18869 -0.3463 0.3373 0.5558 0.335
H -1.66552 0.58584 -0.67406 -0.0649 -0.7695 0.4235 0.429
H -1.71152 -1.11859 -0.66831 -0.7957 0.3399 0.5521 0.161
H 0.55692 -3.10845 -1.72328 -0.0190 0.0810 0.1282 0.306
H -0.03296 -4.20730 -0.84417 0.0213 0.1117 0.1042 0.316
O -0.11557 -3.26569 -1.04865 0.1535 -0.3024 -0.1456 -0.661
H -2.71289 1.35373 -2.84707 0.1015 0.4885 -0.1818 0.282
H -1.49413 2.28543 -2.39378 -0.4008 -0.0960 -0.4128 0.287
O -1.98290 1.46940 -2.23363 0.3033 -0.2655 0.5526 -0.631
H 2.32897 -1.93633 -3.02848 0.5658 0.1480 -0.2564 0.302
H 3.35267 -0.78928 -2.69316 0.0578 -0.3010 -0.2054 0.309
O 2.45732 -1.10922 -2.55766 -0.6553 0.1078 0.4082 -0.601
H -2.82107 -1.94625 -2.20188 0.0349 -0.4857 -0.0301 0.325
H -1.84181 -2.93917 -1.43830 -0.4228 0.3365 -0.2417 0.407
O -2.64438 -2.37290 -1.35284 0.2620 0.0933 -0.0388 -0.746
```
Forces are in eV/Å.

Output
Total charge: +1
Total energy, Eh: -652.62024
Orbital gap, eV: 7.82
ΔE to the lowest compared entry with this formula, charge and spin, eV: 0.834
Multiplicity: 1
HOMO level, eV: -10.57
Maximum force, hartree/bohr: 0.076

(2)
Computed, not measured: a structure of composition C6H23N8O7Tl at a distorted geometry, with the ωB97M-V functional and the def2-TZVPD basis.

The geometry in XYZ format:
```
45
Properties=species:S:1:pos:R:3:forces:R:3:mulliken_charge:R:1
Tl 5.08452 0.59585 2.20109 0.0351 -0.0709 -0.0995 0.995
O 0.50430 0.28858 0.59531 -0.2107 -0.0214 -0.0911 -0.440
H -0.17354 0.00328 -0.04785 0.2051 0.0429 0.1063 0.309
C -2.95501 2.31839 3.89997 -0.8565 -0.0171 -0.4606 -0.286
C -2.10917 2.73694 5.09239 -0.4288 -0.1879 0.6192 -0.329
O -2.35009 4.09770 5.43064 0.3470 -1.5871 -0.1675 -0.426
O -2.40144 2.96611 2.81779 0.1790 0.6830 -1.6633 -0.452
H -3.98171 2.65628 4.04075 0.0286 0.1963 0.0904 0.258
H -2.99473 1.25499 3.66398 0.2225 -0.3277 0.7556 0.299
H -1.07891 2.55003 4.78955 0.1868 0.0812 0.3550 0.259
H -2.42392 2.02894 5.85906 0.2003 0.4908 0.7103 0.343
H -1.76002 4.58721 4.85288 -0.0275 0.5112 -0.0233 0.321
H -1.77446 2.36177 2.41371 0.2033 0.1220 -0.2294 0.312
C 1.79189 -4.84424 2.37912 4.9455 -2.7545 2.3614 0.698
O 2.81106 -4.23013 2.60209 2.7431 0.7198 -0.2115 -0.614
N 1.58800 -6.13570 2.53485 0.6013 -3.4228 0.0772 -0.366
N 0.73064 -4.25728 2.19978 -8.6322 5.4171 -2.4893 -0.295
H 0.63717 -6.47040 2.47176 0.5520 -0.3796 0.0966 0.155
H 2.32580 -6.78486 2.76796 -0.1826 0.2541 -0.0218 0.220
H 0.73806 -3.28534 1.92523 -0.0558 -0.2249 0.2325 0.198
H -0.12250 -4.77932 2.05930 0.0341 0.4876 -0.0644 0.171
C -4.87876 -1.33819 -1.60114 -2.0456 -3.9501 -1.7185 0.701
O -5.58609 -1.90935 -2.46540 1.3528 1.2955 1.1985 -0.547
N -4.48550 -2.00453 -0.49809 0.1351 -1.3266 1.0693 -0.349
N -4.38339 -0.14532 -1.63110 1.2226 3.8654 -0.4457 -0.325
H -4.02233 -1.54005 0.26992 -0.1662 -0.3935 -0.1338 0.149
H -4.61057 -3.00673 -0.50565 -0.1904 0.2464 0.3149 0.229
H -4.38650 0.43580 -2.45718 -0.4259 -0.0796 0.2745 0.225
H -4.09298 0.23518 -0.74173 0.0785 0.3693 -0.5492 0.163
C 2.58626 4.67383 -2.31856 4.5021 1.2916 1.3481 0.746
O 3.63422 4.20819 -1.82386 -0.4501 0.5770 -0.3667 -0.592
N 2.29532 5.86041 -2.74550 1.6703 5.5062 -1.4128 -0.421
N 1.52052 4.03197 -2.42785 -5.5057 -6.5115 0.7242 -0.356
H 2.99601 6.57883 -2.85950 -0.0849 -0.1013 0.0336 0.222
H 1.32946 6.15477 -2.76959 0.5151 0.1254 -0.0041 0.191
H 0.78711 4.30371 -3.06689 0.0843 -0.5524 0.3865 0.223
H 1.50757 3.22641 -1.81876 -0.7592 -0.3824 -0.6526 0.200
C 3.69448 -1.97982 -3.99721 -0.8079 1.5807 1.0180 0.715
O 4.19435 -1.29861 -3.10097 0.8033 0.0177 0.5594 -0.595
N 2.39105 -2.15250 -4.03054 -2.8366 -0.9409 -0.0613 -0.348
N 4.32792 -2.40921 -5.05531 2.7302 -0.4154 -1.1994 -0.391
H 2.00493 -2.60070 -4.84914 -0.4028 0.2212 0.3523 0.182
H 1.78967 -1.80839 -3.29569 0.3106 -0.1693 -0.2576 0.202
H 5.29617 -2.12963 -4.98886 0.1193 -0.4801 -0.7022 0.234
H 4.00511 -3.04487 -5.77076 0.0613 0.1947 0.3417 0.211
```
Forces are in eV/Å.

Output
Total charge: +2
Total energy, Eh: -1378.77183
Orbital gap, eV: 1.91
ΔE to the lowest compared entry with this formula, charge and spin, eV: 2.778
Multiplicity: 1
HOMO level, eV: -14.06
Maximum force, hartree/bohr: 0.204

(3)
Computed, not measured: a cluster of 6 separate species, C6H23NO5 in total at a distorted geometry, with the ωB97M-V functional and the def2-TZVPD basis.

The geometry in XYZ format:
```
35
Properties=species:S:1:pos:R:3:forces:R:3:mulliken_spin:R:1
C -0.26335 -2.14806 0.76009 3.4618 -1.2058 0.3327 0.454
N 0.31787 -1.12839 1.71825 -0.9372 1.2210 -3.2208 -0.225
C -0.37222 0.24660 1.65166 -0.4505 -0.6464 0.3476 0.503
C 0.78511 1.27269 1.67600 -0.9280 0.4887 3.5069 -0.036
C 1.51654 1.11954 0.41230 0.9609 2.5542 1.8594 0.107
C 2.53159 1.86679 0.07916 2.6271 1.2241 -1.1089 0.115
C -1.37482 0.35529 2.87553 -3.0257 0.7787 -3.1830 0.062
H 0.14743 -1.99270 -0.31132 -1.0564 0.3658 1.7313 0.039
H 0.22675 -3.18849 0.99010 -1.0125 1.7629 -0.0225 0.010
H -1.32388 -2.24929 0.82000 -0.8591 0.0711 -0.2515 -0.212
H 0.31283 -1.36042 2.67610 -0.2087 -0.9488 0.9500 0.011
H -0.91461 0.43345 0.63798 0.6707 -0.8435 1.7935 -0.052
H 0.35468 2.37205 1.89372 1.0911 -2.3615 -0.7083 -0.036
H 1.45919 0.97621 2.63093 -1.3072 0.8185 -1.9799 0.000
H 1.31688 0.34656 -0.20509 -1.5053 -2.0972 -2.1861 -0.102
H 3.01585 1.86398 -0.89495 -0.3623 -0.8350 -0.2131 0.006
H 3.21462 2.46879 0.68269 -1.1410 0.5021 0.6982 -0.009
H -0.95016 0.54919 3.83806 0.3044 0.5406 0.4104 0.021
H -2.07338 -0.49234 2.96594 1.0168 -0.6929 -0.0523 -0.004
H -2.31000 1.02477 2.53794 2.4814 -0.1917 1.0951 -0.102
H -4.16219 0.11115 -1.58548 -0.5098 0.6781 -1.2160 -0.047
H -2.58743 0.67707 -1.68622 0.3328 1.5916 -1.5513 -0.003
O -3.27048 0.18984 -1.27224 0.3404 -2.0665 2.7868 0.050
H 0.00908 3.14999 -2.34778 -2.5791 -2.0789 0.2423 -0.009
H -0.60452 2.11265 -3.27296 -0.2868 -0.5605 -0.3625 -0.078
O -0.79461 2.45635 -2.39577 2.7898 2.5128 0.2259 0.242
H 3.49781 -0.02794 1.16541 0.1144 2.1643 0.7116 -0.009
H 2.68657 -1.14918 0.80618 -0.4343 -0.5038 -0.0211 0.001
O 3.60571 -0.87554 0.81195 0.5069 -2.1089 -0.5162 0.001
H 0.45388 -1.64030 -3.16750 -0.7333 -1.0198 1.5542 0.028
H -0.03593 -0.95568 -4.33382 -2.3447 0.4527 -1.4382 -0.060
O 0.72981 -1.06483 -3.84177 3.2875 0.7945 -0.3131 0.185
H -2.16776 -1.15642 -2.18599 -0.5794 0.5629 0.0515 0.206
H -1.49595 -2.38559 -1.68789 -0.0156 -0.0582 -0.1958 0.055
O -1.48093 -1.77779 -2.44120 0.2909 -0.8650 0.2431 -0.115
```
Forces are in eV/Å.

Output
Total charge: -1
Total energy, Eh: -673.20002
Orbital gap (alpha / beta), eV: 2.49 / 9.61
ΔE to the lowest compared entry with this formula, charge and spin, eV: 3.488
Multiplicity: 2
HOMO level (alpha / beta), eV: 0.59 / -6.59
Maximum force, hartree/bohr: 0.087